Formula: C21H23CrN7
Source: the OMol25 dataset
Level of theory: ωB97M-V/def2-TZVPD

```
52
Properties=species:S:1:pos:R:3:lowdin_charge:R:1
Cr 0.820 0.033 0.059 0.868
C 2.961 -0.157 -1.720 -0.087
N 2.814 -0.286 -0.267 -0.135
C 3.203 -1.589 0.288 -0.071
C 2.215 -1.941 1.352 -0.270
N 1.109 -1.239 1.513 0.021
C 0.436 -1.814 2.575 -0.214
C -0.760 -1.460 3.187 -0.005
C -1.200 -2.256 4.224 -0.046
C -0.485 -3.385 4.634 -0.045
C 0.708 -3.748 4.042 0.014
C 1.173 -2.931 3.021 -0.159
N 2.300 -2.968 2.223 0.208
C 2.074 0.962 -2.154 -0.285
N 0.994 1.296 -1.470 0.038
C 0.483 2.422 -2.098 -0.180
C -0.593 3.248 -1.785 -0.002
C -0.813 4.352 -2.582 -0.048
C -0.006 4.631 -3.689 -0.045
C 1.058 3.821 -4.028 0.015
C 1.300 2.729 -3.208 -0.161
N 2.295 1.777 -3.205 0.204
H 2.645 -1.095 -2.199 0.149
H 4.003 0.033 -2.020 0.155
H 3.387 0.440 0.175 0.165
H 4.222 -1.580 0.695 0.154
H 3.171 -2.356 -0.497 0.148
H -1.309 -0.591 2.859 0.109
H -2.121 -2.011 4.729 0.118
H -0.880 -3.990 5.435 0.120
H 1.241 -4.631 4.352 0.123
H 3.047 -3.640 2.295 0.188
H -1.224 3.043 -0.940 0.083
H -1.622 5.026 -2.352 0.117
H -0.217 5.502 -4.286 0.120
H 1.674 4.038 -4.885 0.124
H 3.049 1.705 -3.870 0.189
C -4.404 1.740 0.179 0.007
C -3.280 0.784 0.130 -0.258
C -3.267 -0.557 -0.215 0.057
C -1.934 -0.963 -0.158 -0.311
N -1.156 0.072 0.193 -0.076
N -1.996 1.118 0.375 0.056
C -1.404 -2.333 -0.386 0.002
H -5.346 1.203 0.240 0.098
H -4.426 2.338 -0.732 0.098
H -4.326 2.420 1.022 0.094
H -4.111 -1.162 -0.470 0.130
H -1.655 1.998 0.739 0.165
H -2.228 -2.988 -0.651 0.100
H -0.946 -2.714 0.528 0.076
H -0.671 -2.345 -1.196 0.086
```

As for the spin multiplicity: 5. The net charge is +2.

Formula: C21H23F4O2Si
Source: the OMol25 dataset
Level of theory: ωB97M-V/def2-TZVPD

```
51
Properties=species:S:1:pos:R:3:lowdin_charge:R:1
C -1.498 -1.906 1.365 -0.062
C -1.846 -0.535 1.702 -0.220
C -0.877 0.471 1.695 -0.398
O 0.405 0.280 1.588 -0.032
Si 1.684 1.460 1.563 0.498
C 3.141 0.324 1.807 -0.142
C 1.642 2.247 -0.119 -0.146
C 1.468 2.622 2.993 -0.148
O -1.350 1.705 1.752 0.020
C -2.843 1.600 1.730 -0.056
C -3.149 0.114 1.831 -0.136
H -2.353 -2.574 1.536 0.082
H -1.198 -2.008 0.310 0.104
H -0.661 -2.247 1.987 0.042
H 4.035 0.909 2.063 0.044
H 2.971 -0.405 2.612 0.020
H 3.360 -0.241 0.891 0.046
H 2.394 3.048 -0.133 0.045
H 1.890 1.531 -0.916 0.046
H 0.664 2.692 -0.350 0.042
H 2.459 3.001 3.284 0.045
H 0.836 3.477 2.728 0.043
H 1.026 2.118 3.861 0.036
H -3.238 2.181 2.562 0.128
H -3.181 2.025 0.782 0.133
H -3.850 -0.220 1.050 0.134
H -3.617 -0.103 2.807 0.108
F 1.881 -0.248 7.085 0.066
C 1.533 -1.145 6.098 -0.200
C 2.530 -1.970 5.578 0.128
C 2.172 -2.729 4.461 -0.213
F 3.166 -3.393 3.778 0.068
C 0.873 -2.819 3.997 0.077
C -0.175 -2.144 4.703 -0.172
C -1.514 -2.501 4.414 0.101
C -2.699 -2.168 5.114 -0.168
C -3.945 -2.499 4.485 0.071
C -5.137 -2.269 5.146 -0.207
F -6.316 -2.637 4.535 0.067
C -5.203 -1.680 6.409 0.127
C -3.983 -1.346 7.000 -0.198
F -4.007 -0.762 8.249 0.067
C -2.752 -1.589 6.415 0.078
C 0.216 -1.160 5.660 0.072
H 3.543 -1.961 5.965 0.152
H 0.632 -3.439 3.133 0.138
H -1.637 -3.280 3.653 0.135
H -3.934 -2.936 3.482 0.138
H -6.149 -1.487 6.907 0.152
H -1.840 -1.358 6.956 0.117
H -0.502 -0.435 6.043 0.128
```

The net charge is +1.

Formula: C21H23IrN6OS2
Source: the OMol25 dataset
Level of theory: ωB97M-V/def2-TZVPD

```
54
Properties=species:S:1:pos:R:3:lowdin_charge:R:1
Ir -0.150 -0.195 0.064 0.997
N -3.341 3.141 1.844 0.102
C -2.555 2.053 1.686 -0.655
S -3.504 0.587 1.298 1.049
N -1.309 2.180 1.952 0.029
N -0.410 1.153 1.732 -0.116
C 0.672 1.357 2.394 -0.065
C 1.853 0.515 2.243 -0.258
C 2.980 0.712 3.030 0.006
C 4.082 -0.103 2.825 -0.034
C 4.026 -1.076 1.840 -0.027
C 2.863 -1.202 1.094 -0.110
N 1.805 -0.426 1.296 0.015
H -4.340 3.041 1.813 0.089
H -2.940 3.967 2.260 0.114
H 0.715 2.211 3.061 0.136
H 2.987 1.488 3.783 0.123
H 4.975 0.024 3.422 0.119
H 4.866 -1.727 1.645 0.115
H 2.772 -1.930 0.295 0.103
C -1.130 -1.939 2.320 -0.091
N -1.116 -1.963 0.838 -0.381
C -0.341 -3.161 0.436 -0.119
C -2.524 -2.111 0.305 -0.154
C -2.815 -1.081 -0.750 -0.288
C -2.739 -1.412 -2.098 -0.065
C -2.874 -0.444 -3.079 -0.063
C -3.103 0.876 -2.718 -0.056
C -3.248 1.216 -1.383 -0.080
C -3.107 0.244 -0.401 -0.498
H -1.617 -2.837 2.709 0.102
H -1.659 -1.056 2.663 0.051
H -0.102 -1.906 2.678 0.084
H -0.765 -4.054 0.904 0.103
H 0.693 -3.042 0.753 0.068
H -0.369 -3.278 -0.644 0.051
H -3.219 -2.036 1.139 0.100
H -2.637 -3.112 -0.112 0.127
H -2.536 -2.439 -2.379 0.120
H -2.795 -0.717 -4.122 0.114
H -3.202 1.638 -3.479 0.113
H -3.483 2.235 -1.101 0.112
O 0.737 1.503 -0.647 -0.291
N 1.596 1.322 -1.668 -0.180
C 2.350 2.399 -1.990 -0.009
C 3.216 2.358 -3.042 -0.040
C 3.306 1.178 -3.791 -0.049
C 2.536 0.099 -3.444 -0.075
C 1.659 0.159 -2.348 -0.614
S 0.688 -1.181 -1.864 0.687
H 2.187 3.254 -1.352 0.142
H 3.808 3.229 -3.278 0.115
H 3.978 1.116 -4.636 0.117
H 2.580 -0.828 -3.997 0.113
```

As for the spin multiplicity: 2. The net charge is +1.

no.,total energy (a.u.)
1,-2241.41927
2,-1653.19370
3,-2118.27745